[1]
A 2-piece molecular cluster, C2H5NS2 overall, computed with ωB97M-V/def2-TZVPD.

Structure (XYZ):
```
10
Properties=species:S:1:pos:R:3:forces:R:3
C -1.004 -0.965 0.686 -1.9 -0.2 0.0
C -1.862 0.303 0.598 1.4 -0.2 0.0
N 3.883 0.610 -1.875 0.2 -0.5 0.3
S 2.671 1.520 -1.592 -0.5 0.6 -0.1
S 0.272 -1.501 1.491 0.3 0.8 0.1
H -1.579 -1.739 0.188 0.2 -0.3 -0.5
H -1.977 0.795 1.535 -0.2 0.0 1.2
H -2.833 0.084 0.161 0.1 0.0 0.0
H -1.359 1.091 0.052 0.2 0.0 -0.7
H 3.788 -0.198 -1.244 0.3 -0.1 -0.2
```
Positions in Å, forces in eV/Å.

Output
HOMO-LUMO gap (alpha / beta)   0.2722 / 0.2722 hartree
DFT total energy   -25312.5031 eV
Structure (SMILES)   CC=S.N=S
HOMO energy (alpha / beta)   -8.6496 / -8.6496 eV
E_LUMO (alpha / beta)   -1.24 / -1.24 eV
Total charge   0
Relative energy (zero: lowest compared OMol25 entry of this formula, charge and spin)   76.6 kcal per mole
Maximum force   0.0378 hartree/bohr

=====

[2]
One molecule with the formula C15H19N3O3S2, computed with ωB97M-V/def2-TZVPD.

Structure (XYZ):
```
42
Properties=species:S:1:pos:R:3:forces:R:3
C 4.187 -2.652 -0.196 -0.1 0.1 0.2
C 4.125 -1.660 0.960 0.2 0.1 -0.1
C 4.625 -0.262 0.592 -0.3 -0.1 0.0
H 4.685 0.339 1.501 0.1 0.1 -0.1
C 3.712 0.469 -0.395 0.3 0.1 0.3
C 2.372 0.775 0.264 0.2 -0.3 -0.5
O 2.254 1.051 1.433 0.0 0.1 0.3
N 1.327 0.748 -0.627 0.0 -0.1 -0.4
C -0.017 1.029 -0.409 -0.4 0.1 0.1
C -0.521 1.378 0.846 0.0 0.0 0.2
C -1.869 1.643 0.994 0.1 0.0 -0.1
C -2.710 1.558 -0.099 -0.7 0.1 -0.1
C -2.229 1.219 -1.349 0.0 0.1 -0.1
C -0.883 0.955 -1.504 0.0 0.0 0.1
H -0.496 0.688 -2.477 0.0 0.0 -0.1
H -2.916 1.169 -2.178 0.0 0.0 -0.2
S -4.443 1.879 0.124 -0.2 -0.3 0.6
O -4.643 3.042 0.929 0.2 -0.1 0.3
O -5.131 1.762 -1.124 0.4 -0.2 -0.1
N -4.891 0.590 1.139 0.2 1.2 -0.1
C -5.144 -0.657 0.656 0.4 -0.8 -1.2
N -5.846 -1.554 1.255 -0.2 0.7 0.8
C -5.875 -2.713 0.547 0.2 -0.3 -0.5
C -5.181 -2.707 -0.614 0.1 0.2 0.1
S -4.437 -1.161 -0.864 -0.5 -0.7 0.4
H -5.063 -3.491 -1.333 0.0 -0.2 -0.2
H -6.436 -3.538 0.945 -0.1 -0.2 0.0
H -5.389 0.839 1.980 0.0 0.2 0.1
H -2.279 1.924 1.951 0.0 0.0 0.2
H 0.148 1.440 1.688 0.0 0.0 0.0
H 1.553 0.513 -1.584 0.1 0.0 0.2
C 4.326 1.807 -0.821 -0.1 -0.1 0.0
H 3.677 2.330 -1.520 0.0 0.1 -0.1
H 4.475 2.440 0.051 0.0 0.1 0.1
H 5.289 1.642 -1.298 0.1 0.0 0.0
H 3.559 -0.150 -1.283 -0.1 0.0 0.0
H 5.627 -0.336 0.164 0.1 0.1 0.0
H 4.745 -2.037 1.776 -0.1 0.0 0.1
H 3.101 -1.590 1.332 0.0 0.0 0.1
H 3.920 -3.647 0.151 0.0 -0.1 -0.1
H 3.498 -2.382 -0.992 -0.1 0.0 -0.1
H 5.193 -2.693 -0.609 0.1 0.0 -0.1
```
Positions in Å, forces in eV/Å.

Output
HOMO-LUMO gap   0.3244 hartree
DFT total energy   -48146.9854 eV
Structure (SMILES)   CCC[C@H](C)C(=O)Nc1ccc(S(=O)(=O)Nc2nccs2)cc1
HOMO energy   -8.5959 eV
E_LUMO   0.23 eV
Total charge   0
Relative energy (zero: lowest compared OMol25 entry of this formula, charge and spin)   9.9 kcal per mole
Maximum force   0.0284 hartree/bohr